1.
Here is a structure of composition C38H39ClMnN5O3S from the OMol25 dataset. Energies are from ωB97M-V/def2-TZVPD.

CARTESIAN COORDINATES (ANGSTROEM)
H1 -3.494 -6.586 -1.281
H2 3.796 -5.501 2.276
H3 -2.750 2.513 -1.749
C1 -0.724 5.842 1.216
C2 2.407 -4.484 -0.654
H4 -2.396 -0.486 -1.508
C3 -0.880 2.877 -0.006
C4 -0.315 -4.634 2.531
C5 -2.110 -3.496 -1.454
H5 -3.241 0.254 -2.815
C6 -1.961 -3.414 -2.843
C7 1.383 -6.502 0.120
H6 -3.243 -6.460 -3.729
C8 -2.983 0.396 -1.765
H7 -4.471 1.490 -0.628
H8 0.232 -6.609 -2.207
C9 -2.932 -5.635 -3.102
H9 -3.649 -4.321 3.073
C10 1.486 -5.518 -0.858
C11 0.677 -5.618 -2.121
H10 -1.463 1.658 -2.599
H11 -1.893 -5.864 3.200
C12 -0.023 5.074 2.137
C13 -2.098 1.638 -1.706
H12 -2.997 1.046 1.231
C14 1.973 -1.255 1.528
H13 0.671 -7.308 -0.006
C15 1.876 1.293 1.918
H14 3.634 0.061 1.720
H15 3.978 -3.703 0.546
C16 -2.372 -4.484 -3.653
C17 -1.218 5.396 0.004
N1 -1.230 1.707 -0.535
S1 -2.051 -4.097 -5.311
H16 -5.118 0.156 -1.553
H17 -0.865 6.889 1.451
C18 2.626 0.110 1.304
C19 -1.274 4.120 -0.537
H18 2.553 2.153 1.951
C20 -3.069 -5.699 -1.731
H19 -3.671 -2.194 2.279
H20 -5.241 -0.372 0.807
H21 0.362 -5.469 2.682
C21 -0.240 -2.233 1.709
C22 2.191 -6.477 1.243
H22 2.441 -1.985 0.856
H23 -1.654 6.163 -0.628
H24 -0.132 -4.889 -2.154
O1 2.554 -3.443 -1.527
N2 0.735 1.606 1.080
H25 2.737 0.302 0.234
C23 1.374 -2.682 -1.770
Cl1 2.001 -7.708 2.461
C24 -1.393 -2.573 -4.786
C25 0.299 -3.477 2.083
H26 1.314 -5.447 -2.991
H27 -1.779 -2.685 -0.814
H28 -1.717 4.079 -1.521
O2 2.764 -0.749 -2.056
H29 0.300 5.595 3.032
C26 0.116 2.764 1.090
H30 2.176 -1.587 2.554
N3 -1.404 -2.343 -3.524
H31 0.950 -2.922 -2.748
C27 -1.645 -4.876 2.833
Mn1 -0.298 0.127 0.197
O3 0.656 -0.479 -1.362
H32 -3.518 -0.190 2.352
C28 -4.273 0.455 -0.928
C29 -1.677 -1.880 1.681
C30 -4.265 -0.426 0.318
H33 -2.768 -4.720 0.163
N4 0.531 -1.215 1.346
H34 1.371 -3.560 1.962
C31 -2.660 -4.638 -0.911
H35 0.622 -2.901 -1.008
C32 -2.697 -2.663 2.259
C33 3.150 -5.493 1.409
C34 0.375 3.757 2.064
H36 1.569 1.079 2.951
C35 1.676 -1.183 -1.745
N5 -1.896 -0.691 1.136
H37 -4.120 -1.470 0.022
C36 -2.681 -3.961 2.739
H38 -0.999 -1.878 -5.514
H39 0.979 3.411 2.893
C37 -3.179 -0.026 1.324
C38 3.249 -4.498 0.451

Forces on the atoms, in the same order (eV/Å):
H 0.00 0.00 0.00
H 0.00 0.00 0.00
H -0.02 -0.02 0.00
C 0.00 0.02 0.00
C 0.06 0.03 0.08
H 0.05 -0.09 -0.01
C 0.09 0.02 -0.09
C -0.02 0.01 0.06
C -0.04 0.03 0.06
H -0.03 0.02 -0.02
C -0.12 -0.02 0.01
C 0.00 0.00 0.00
H 0.00 0.00 -0.01
C 0.06 -0.02 -0.07
H 0.01 0.00 0.00
H 0.01 -0.01 0.00
C 0.01 -0.03 -0.02
H -0.01 0.00 0.00
C 0.01 -0.02 -0.05
C 0.03 -0.01 0.01
H 0.01 0.02 0.01
H 0.00 0.00 0.01
C 0.00 0.00 -0.02
C 0.08 0.02 -0.08
H 0.00 0.01 0.03
C 0.03 0.00 0.05
H -0.01 0.00 0.00
C 0.08 0.04 -0.03
H 0.00 0.00 0.01
H 0.01 -0.02 0.00
C -0.03 0.13 0.04
C 0.02 -0.01 0.01
N -0.10 0.04 0.20
S 0.05 0.01 0.04
H 0.00 0.00 0.01
H 0.00 0.00 0.00
C -0.01 0.03 -0.01
C -0.03 -0.01 0.01
H -0.02 0.01 0.02
C 0.01 -0.04 -0.01
H -0.01 -0.01 -0.01
H -0.01 0.03 -0.02
H -0.09 0.08 0.05
C -0.02 -0.04 0.05
C 0.10 -0.01 -0.08
H -0.03 0.05 0.01
H 0.00 0.00 0.00
H 0.10 -0.08 0.04
O 0.04 -0.14 -0.11
N -0.14 -0.21 0.10
H 0.01 -0.02 0.00
C -0.06 0.05 -0.03
Cl 0.00 -0.03 0.01
C -0.05 -0.10 -0.04
C -0.02 0.04 0.02
H 0.00 0.02 -0.01
H -0.03 0.00 -0.16
H -0.01 0.00 0.01
O -0.02 0.01 0.00
H 0.00 0.00 0.00
C 0.08 0.06 -0.06
H -0.01 -0.02 0.00
N -0.04 0.12 0.03
H 0.04 0.01 0.04
C -0.02 0.00 0.00
Mn -0.01 0.02 0.47
O -0.19 0.22 -0.47
H -0.01 -0.02 -0.01
C 0.01 -0.04 0.00
C -0.01 0.04 0.02
C 0.04 -0.03 -0.01
H 0.01 0.00 -0.04
N 0.03 0.08 -0.25
H -0.07 0.02 0.02
C 0.00 0.03 0.02
H 0.02 -0.01 -0.01
C 0.00 -0.02 -0.02
C 0.02 -0.05 0.00
C 0.00 0.00 0.01
H -0.01 -0.03 -0.01
C 0.08 -0.16 0.27
N 0.07 -0.01 0.01
H -0.01 -0.01 0.02
C 0.02 0.02 0.06
H 0.00 0.00 0.00
H 0.00 0.00 0.00
C -0.03 -0.01 -0.07
C 0.05 -0.04 -0.05

- LUMO level (alpha / beta): -0.26 / -0.18 eV
- Spin multiplicity: 5

=====

2.
Here is a structure of composition C38H39ClN8PtSe2Si from the OMol25 dataset. Energies are from ωB97M-V/def2-TZVPD.

CARTESIAN COORDINATES (ANGSTROEM)
Se1 2.978 3.231 -2.377
C1 3.945 1.831 2.172
N1 2.793 -0.335 -0.939
H1 -2.884 3.156 1.984
C2 -3.825 2.329 -5.129
C3 -1.836 -1.699 -5.309
C4 -0.503 -0.052 2.420
C5 -3.630 -2.719 -1.042
C6 3.073 0.926 -1.429
C7 -1.230 1.176 4.400
C8 -2.019 -0.954 -1.238
C9 4.620 -0.201 3.258
C10 -2.869 0.113 3.002
H2 -1.378 3.666 -3.156
H3 -0.970 1.723 5.299
C11 4.423 1.434 -1.447
C12 2.487 -0.115 2.102
N2 4.575 2.654 -1.919
C13 1.555 -5.019 1.940
N3 -1.998 2.040 -0.293
C14 -0.221 0.737 3.542
C15 0.240 -4.330 3.827
H4 -0.209 3.070 -0.571
H5 -0.248 1.979 0.793
C16 4.878 1.116 2.916
H6 5.908 -1.285 -0.107
H7 3.247 -1.840 3.134
H8 -1.673 4.693 0.634
Pt1 0.883 -1.052 -0.866
H9 -3.507 4.271 -4.275
H10 -1.548 2.671 2.822
N4 -1.030 -1.767 -0.841
H11 0.378 1.312 -2.798
C17 1.522 -3.721 1.454
H12 -1.769 0.080 -1.429
H13 -2.528 1.498 0.375
C18 0.216 -3.031 3.335
H14 6.501 1.001 -0.966
N5 -0.361 0.964 -3.409
C19 -3.122 3.263 -4.358
H15 -2.582 2.560 -0.932
H16 -4.647 -3.079 -1.120
C20 -2.597 -3.544 -0.632
Si1 0.908 -0.935 1.477
Cl1 -4.538 -0.286 -1.851
C21 0.911 -5.326 3.131
C22 -0.352 -0.304 -3.862
H17 -2.117 -0.990 1.342
H18 4.141 2.863 1.908
C23 -2.177 0.709 -4.656
H19 -0.262 -4.565 4.756
C24 3.435 -0.809 2.854
C25 5.164 -0.607 -0.498
C26 -1.937 2.932 -3.723
H20 -3.897 -0.161 2.799
H21 -2.776 -2.069 -4.901
C27 0.856 -2.697 2.139
H22 -4.742 2.631 -5.616
H23 0.809 0.965 3.790
H24 0.931 -6.337 3.515
C28 -0.842 2.714 0.244
C29 3.806 -1.038 -0.502
C30 -1.311 -3.041 -0.541
N6 -1.968 3.471 2.311
N7 -1.448 -0.479 -4.621
C31 2.767 1.217 1.773
H25 -2.780 -4.579 -0.379
H26 -1.954 -1.497 -6.372
C32 -1.482 1.630 -3.881
N8 2.144 1.736 -1.884
C33 -3.319 -1.402 -1.346
C34 5.489 0.621 -0.958
H27 2.054 1.784 1.176
H28 -0.484 -3.654 -0.215
H29 -0.203 4.328 1.561
H30 3.568 -2.015 -0.102
H31 -0.309 -2.270 3.901
H32 2.010 -3.505 0.507
H33 -3.343 1.170 4.815
C35 -1.850 -0.346 2.173
Se2 0.962 -1.559 -3.456
H34 -3.901 0.321 -5.904
C36 -3.363 1.036 -5.298
H35 2.079 -5.792 1.392
H36 -1.057 -2.442 -5.165
C37 -2.560 0.863 4.132
H37 5.799 1.590 3.232
H38 -2.116 4.225 2.982
H39 5.339 -0.759 3.845
C38 -1.121 3.909 1.150

Forces on the atoms, in the same order (eV/Å):
Se 0.00 -0.02 -0.04
C -0.01 0.00 -0.01
N 0.02 -0.03 -0.04
H 0.01 -0.02 0.01
C 0.01 0.01 0.00
C -0.01 -0.01 0.00
C -0.04 -0.03 -0.04
C -0.01 0.00 0.01
C -0.02 -0.01 -0.01
C -0.01 -0.01 0.03
C 0.01 -0.06 -0.05
C 0.00 0.00 0.00
C 0.01 0.00 0.02
H 0.00 0.00 0.00
H -0.01 0.01 -0.02
C 0.00 0.00 -0.01
C -0.02 0.02 0.00
N 0.01 0.01 0.04
C 0.00 0.00 0.01
N 0.02 0.08 0.05
C 0.01 -0.03 0.05
C -0.01 0.01 0.00
H 0.00 -0.01 0.00
H 0.01 0.01 -0.02
C 0.00 0.00 0.01
H 0.00 0.00 0.00
H 0.00 0.00 0.00
H 0.01 0.01 0.01
Pt -0.07 0.11 0.02
H 0.00 0.00 0.00
H 0.00 0.05 0.01
N 0.01 -0.01 -0.01
H -0.01 -0.03 -0.05
C -0.02 0.00 -0.01
H 0.02 -0.06 -0.03
H -0.03 -0.04 -0.05
C 0.01 0.00 0.00
H 0.00 0.00 0.00
N 0.04 0.00 0.05
C -0.01 0.00 -0.01
H -0.02 0.08 0.05
H 0.00 0.00 0.00
C 0.01 0.00 0.00
Si 0.04 -0.02 0.00
Cl 0.01 0.01 0.00
C 0.00 0.00 0.00
C 0.00 0.00 0.00
H 0.00 0.02 0.04
H 0.00 0.00 0.00
C -0.01 0.00 0.01
H 0.00 0.00 0.00
C 0.00 -0.01 0.01
C 0.01 0.00 0.00
C 0.00 -0.01 0.02
H -0.01 0.00 0.00
H 0.00 0.01 0.00
C 0.00 0.00 0.00
H 0.00 0.00 0.00
H 0.00 0.00 -0.01
H 0.00 0.00 0.00
C 0.03 0.04 -0.09
C 0.01 -0.01 0.00
C 0.02 -0.04 -0.01
N 0.03 -0.05 -0.02
N 0.03 -0.01 -0.01
C 0.02 0.00 0.02
H 0.00 0.00 0.00
H 0.01 0.00 0.00
C 0.01 0.03 0.00
N -0.05 0.02 0.01
C -0.01 -0.03 0.00
C 0.00 -0.01 -0.01
H 0.00 0.01 -0.01
H 0.00 0.00 0.00
H 0.01 -0.02 0.00
H 0.01 -0.01 -0.01
H 0.00 0.00 0.01
H 0.01 0.00 -0.01
H 0.01 0.00 0.00
C -0.01 0.01 -0.03
Se -0.03 0.04 0.07
H 0.00 0.00 0.00
C 0.00 -0.01 0.00
H 0.00 0.00 0.00
H 0.00 0.00 0.01
C 0.00 0.01 0.00
H 0.00 0.00 0.00
H -0.02 -0.01 0.00
H 0.00 0.00 0.00
C -0.02 0.00 0.01

- Total charge: +2
- LUMO level: -6.02 eV